[1]
38
Properties=species:S:1:pos:R:3:mulliken_charge:R:1 method="wB97M-V/def2-TZVPD" lumo_energy_ev=2.68 total_energy_ha=-993.18244 multiplicity=1 homo_energy_ev=-7.3 relative_energy_kcal_mol=34.7 charge=-1
O -3.39 0.91 -2.08 -0.7202
H 0.31 -2.13 -0.78 0.0137
H -0.36 -0.71 3.52 0.3238
O -3.06 1.34 1.67 -0.6958
H -2.85 1.16 2.59 0.2697
H -0.55 -0.51 0.72 0.3065
O -0.59 0.01 4.09 -0.6369
H -0.21 0.84 3.82 0.3031
O 3.08 1.77 1.48 -0.6861
H 3.99 1.50 1.61 0.3235
H 2.68 1.18 0.81 0.5151
O 0.26 -3.43 1.57 -0.6534
H -2.85 0.07 -1.93 0.4741
H -0.46 -2.79 1.67 0.3106
O -2.59 3.69 0.52 -0.6431
H -2.61 3.62 -0.45 0.3146
H -3.22 2.96 0.70 0.3098
O -0.71 0.22 1.39 -0.7597
H 3.97 0.39 -2.20 0.2860
H -0.09 -0.05 -4.32 0.3002
O -0.03 -1.23 -0.76 -0.9726
H 0.76 -3.04 0.85 0.3387
H -0.09 0.86 1.02 0.2995
O 0.58 -0.64 -3.96 -0.6210
H -2.23 1.07 1.22 0.5729
H 1.43 1.45 -0.51 0.2307
O 3.13 -1.53 0.14 -0.6434
H 3.97 -1.27 0.54 0.2641
H 2.68 -0.68 -0.04 0.3414
O -2.55 -1.37 -1.07 -0.8586
H -2.82 -0.96 -0.23 0.2807
H 0.07 -1.23 -3.38 0.3113
O 1.73 0.54 -0.54 -0.7524
H 3.27 -1.12 -2.17 0.3445
H -1.55 -1.21 -1.06 0.5354
O 3.80 -0.46 -2.61 -0.6236
H 0.94 -0.15 -0.62 0.4201
H -3.82 0.97 -1.22 0.2768



[2]
39
Properties=species:S:1:pos:R:3:mulliken_charge:R:1 method="wB97M-V/def2-TZVPD" lumo_energy_ev=-0.21 total_energy_ha=-993.68809 multiplicity=1 homo_energy_ev=-11.0 relative_energy_kcal_mol=53.4 charge=0
O 17.92 -9.36 -15.65 -0.6131
H 17.29 -9.89 -16.15 0.2855
H 18.34 -8.81 -16.32 0.3261
O 16.11 -5.11 -14.29 -0.5917
H 16.86 -5.66 -14.54 0.2960
H 15.63 -4.99 -15.11 0.2942
O 11.32 -5.03 -16.71 -0.6389
H 12.06 -5.64 -16.82 0.3287
H 11.05 -4.82 -17.61 0.3116
O 14.54 -7.05 -17.80 -0.6227
H 14.51 -8.00 -17.88 0.3135
H 14.58 -6.73 -18.70 0.3146
O 16.44 -2.38 -17.82 -0.6396
H 15.69 -1.98 -18.25 0.3097
H 16.51 -1.92 -16.98 0.3263
O 18.87 -1.77 -12.73 -0.6194
H 19.51 -1.40 -13.34 0.3087
H 18.05 -1.81 -13.23 0.3053
O 19.22 -7.16 -12.27 -0.6181
H 18.61 -7.75 -12.70 0.3060
H 18.82 -6.99 -11.41 0.3167
O 12.39 -2.15 -14.89 -0.6108
H 12.54 -3.07 -15.09 0.3217
H 11.54 -1.96 -15.29 0.2999
O 15.63 -7.67 -12.03 -0.6301
H 15.67 -6.89 -12.58 0.3254
H 15.21 -8.33 -12.58 0.3074
O 20.60 -5.02 -14.86 -0.6213
H 20.30 -5.35 -14.02 0.3323
H 21.37 -4.48 -14.65 0.2916
O 14.99 -3.09 -11.36 -0.6197
H 14.96 -3.79 -12.02 0.3061
H 15.24 -2.31 -11.86 0.3050
O 19.50 -6.56 -17.85 -0.6360
H 19.88 -6.18 -17.05 0.3274
H 19.10 -5.81 -18.30 0.3055
O 15.71 -0.54 -14.48 -0.6184
H 15.46 0.36 -14.28 0.2936
H 14.88 -1.02 -14.50 0.3210



[3]
39
Properties=species:S:1:pos:R:3:mulliken_charge:R:1 method="wB97M-V/def2-TZVPD" lumo_energy_ev=-0.19 total_energy_ha=-993.72499 multiplicity=1 homo_energy_ev=-10.5 relative_energy_kcal_mol=30.3 charge=0
O 0.11 -1.81 2.40 -0.5353
H -0.25 -2.65 2.71 0.3067
H 0.94 -1.71 2.88 0.2370
O -3.42 0.02 1.32 -0.5629
H -2.57 0.34 1.68 0.3125
H -4.10 0.54 1.77 0.2766
O 0.89 3.09 0.78 -0.6644
H 1.21 2.18 0.89 0.3036
H -0.03 2.99 0.48 0.4181
O -1.03 1.27 2.48 -0.4912
H -1.50 2.11 2.62 0.2071
H -0.24 1.34 3.04 0.2592
O 0.09 -2.42 -2.39 -0.5915
H -0.59 -3.06 -2.14 0.3027
H 0.84 -2.94 -2.71 0.2799
O 2.84 0.97 0.91 -0.6218
H 3.73 1.32 0.81 0.2730
H 2.83 0.18 0.35 0.2946
O -0.19 -0.11 0.00 -0.2279
H 0.38 -0.86 -0.24 0.2188
H -0.22 -0.12 0.97 0.0095
O -2.45 -1.42 3.67 -0.6648
H -1.65 -0.95 3.40 0.2915
H -2.97 -1.50 2.85 0.3816
O 0.16 0.34 -2.92 -0.6178
H -0.02 -0.62 -2.85 0.3526
H -0.39 0.72 -2.21 0.3484
O -2.24 -2.72 -0.13 -0.6604
H -2.31 -2.05 -0.81 0.3115
H -1.57 -2.36 0.47 0.3351
O 3.12 1.72 -2.34 -0.6400
H 3.36 2.09 -3.20 0.2946
H 2.25 2.10 -2.15 0.3228
O 3.52 -0.93 -3.50 -0.6377
H 3.47 -0.68 -4.42 0.2984
H 3.15 -0.18 -3.01 0.3643
O -1.55 2.28 -0.55 -0.6701
H -1.12 1.43 -0.31 0.2445
H -2.48 2.04 -0.61 0.3412



[4]
39
Properties=species:S:1:pos:R:3:mulliken_charge:R:1 method="wB97M-V/def2-TZVPD" lumo_energy_ev=-0.15 total_energy_ha=-993.71460 multiplicity=1 homo_energy_ev=-10.1 relative_energy_kcal_mol=36.8 charge=0
O 1.10 -2.52 -1.32 -0.6046
H 1.02 -2.29 -0.39 0.2699
H 1.63 -3.32 -1.32 0.2477
O 0.88 1.12 2.18 -0.6397
H 1.62 0.51 2.28 0.3014
H 1.24 1.97 2.42 0.2306
O 0.05 -0.09 -0.15 0.0003
H 0.25 0.20 0.74 0.2154
H 0.25 0.68 -0.69 0.0600
O 3.17 -0.58 -1.47 -0.6458
H 3.68 -1.39 -1.43 0.2595
H 2.26 -0.86 -1.60 0.3910
O -0.12 1.64 -3.59 -0.6534
H -0.44 0.74 -3.63 0.3176
H -0.49 1.99 -2.78 0.3840
O 1.52 3.67 -0.07 -0.6505
H 2.00 3.06 -0.63 0.3358
H 1.98 4.50 -0.17 0.2804
O -1.85 -1.42 2.59 -0.5454
H -1.93 -0.47 2.63 0.4026
H -2.56 -1.74 3.16 0.2763
O 2.17 -1.08 3.17 -0.7057
H 2.25 -0.92 4.11 0.3216
H 1.27 -1.38 3.05 0.3517
O -1.94 1.33 2.93 -0.7150
H -1.06 1.35 2.56 0.3023
H -2.21 2.24 2.98 0.3311
O -3.01 -0.63 -0.80 -0.6165
H -2.32 -0.24 -0.26 0.2493
H -3.28 0.07 -1.39 0.3005
O -0.06 -1.35 -3.47 -0.6050
H -0.15 -2.11 -4.05 0.2796
H 0.21 -1.73 -2.63 0.3847
O -1.56 -3.29 0.21 -0.6328
H -1.29 -3.74 -0.59 0.2943
H -1.55 -2.36 -0.02 0.2962
O -0.95 2.56 -1.14 -0.6990
H -1.64 2.90 -0.57 0.2835
H -0.14 2.98 -0.83 0.3460



[5]
39
Properties=species:S:1:pos:R:3:mulliken_charge:R:1 method="wB97M-V/def2-TZVPD" lumo_energy_ev=-0.02 total_energy_ha=-993.56776 multiplicity=1 homo_energy_ev=-10.6 relative_energy_kcal_mol=128.9 charge=0
O -22.71 -59.13 2.18 -0.6418
H -22.84 -59.69 2.93 0.2892
H -21.75 -59.31 1.87 0.2890
O -24.38 -60.86 0.43 -0.6214
H -24.82 -61.44 -0.15 0.2471
H -24.63 -59.91 0.27 0.3991
O -25.56 -60.78 5.05 -0.6490
H -26.15 -61.01 4.29 0.3692
H -25.74 -60.85 6.00 0.2367
O -28.14 -56.16 4.54 -0.6509
H -29.09 -55.83 4.54 0.3066
H -28.17 -57.07 4.16 0.3599
O -27.27 -58.40 5.35 -0.5933
H -27.21 -59.37 5.19 0.2643
H -26.40 -58.13 5.54 0.3203
O -25.87 -58.65 -0.11 -0.6171
H -25.53 -58.04 -0.73 0.2918
H -26.59 -58.18 0.32 0.3578
O -27.33 -57.43 1.40 -0.7225
H -27.85 -58.11 1.18 0.3271
H -27.83 -56.65 1.70 0.3263
O -26.16 -60.58 2.77 -0.9344
H -25.43 -60.74 2.19 0.2637
H -25.92 -59.69 3.11 0.5525
O -24.00 -57.47 5.29 -0.6770
H -24.11 -56.46 5.43 0.3018
H -24.38 -57.79 4.34 0.2464
O -25.77 -58.52 3.01 -0.0801
H -26.62 -58.07 2.49 0.3615
H -25.23 -58.77 2.32 0.0584
O -28.75 -60.74 1.42 -0.7049
H -28.46 -61.56 0.95 0.3028
H -27.87 -60.62 2.04 0.3943
O -22.80 -56.46 1.80 -0.6405
H -22.92 -55.91 2.59 0.2717
H -22.69 -57.40 1.89 0.3979
O -26.46 -54.94 2.50 -0.6801
H -25.51 -54.70 2.70 0.2745
H -27.05 -55.26 3.33 0.4031



[6]
39
Properties=species:S:1:pos:R:3:mulliken_charge:R:1 method="wB97M-V/def2-TZVPD" lumo_energy_ev=0.07 total_energy_ha=-993.71114 multiplicity=1 homo_energy_ev=-10.7 relative_energy_kcal_mol=39.0 charge=0
O -3.39 25.93 -2.98 -0.6009
H -2.94 25.29 -3.52 0.3979
H -2.71 26.10 -2.33 0.3090
O 0.39 23.58 -2.75 -0.7866
H 1.19 24.14 -2.72 0.2890
H -0.03 23.71 -3.59 0.3789
O 0.91 24.02 -5.76 -0.6578
H 0.44 23.20 -5.85 0.2817
H 1.16 24.37 -6.62 0.3402
O -1.61 22.86 -8.11 -0.6226
H -2.09 22.29 -7.53 0.2913
H -1.56 23.69 -7.68 0.3842
O 0.24 26.49 -4.48 -0.6451
H 0.40 25.70 -4.98 0.3419
H -0.66 26.65 -4.65 0.3146
O -3.55 22.26 -4.58 -0.5902
H -3.41 21.53 -5.28 0.2227
H -4.15 21.93 -3.91 0.3428
O -4.63 23.22 -1.81 -0.6660
H -3.67 23.33 -2.03 0.4064
H -4.66 23.22 -0.84 0.2865
O -1.47 25.31 -6.81 -0.6216
H -0.94 26.11 -6.80 0.2752
H -2.15 25.55 -7.40 0.2690
O -2.28 27.66 -4.96 -0.6356
H -2.73 28.41 -4.60 0.2719
H -2.89 27.00 -4.66 0.3451
O -1.73 24.17 -4.38 -0.0216
H -2.24 23.40 -4.59 0.3305
H -1.58 24.57 -5.23 -0.0995
O -5.78 24.00 -4.21 -0.5906
H -5.09 23.56 -3.75 0.3444
H -6.43 24.07 -3.57 0.2606
O -1.89 23.77 -1.29 -0.6878
H -2.13 24.65 -1.01 0.2464
H -1.09 23.87 -1.76 0.3496
O -0.34 21.53 -5.28 -0.5999
H 0.43 21.04 -5.52 0.2746
H -0.37 21.60 -4.35 0.2715



[7]
39
Properties=species:S:1:pos:R:3:mulliken_charge:R:1 method="wB97M-V/def2-TZVPD" lumo_energy_ev=-0.21 total_energy_ha=-993.52184 multiplicity=1 homo_energy_ev=-9.6 relative_energy_kcal_mol=157.8 charge=0
H -0.86 -0.06 0.69 0.3095
H -0.35 -0.21 -0.67 0.2413
H -1.44 -0.80 -2.43 0.2387
H -2.59 -0.94 -3.50 0.3334
H 0.77 -1.51 2.05 0.2554
H 0.18 -2.86 1.91 0.2890
H -1.69 -2.30 3.14 0.3079
H -1.97 -0.99 3.64 0.2935
H 0.64 -4.22 -1.05 0.2851
H 2.11 -3.94 -1.35 0.2893
H -1.68 2.07 1.21 0.3350
H -2.14 3.45 1.99 0.3127
H -3.69 1.65 2.52 0.3982
H -4.59 0.93 1.39 0.2901
H -0.36 4.82 0.57 0.2868
H 0.45 3.61 1.27 0.3330
H 2.95 1.27 2.43 0.3101
H 2.72 2.68 3.15 0.3220
H -1.09 0.87 -1.78 0.1373
H -1.45 2.36 -1.75 0.2276
H 1.50 -1.13 -4.00 0.3505
H 1.35 -2.44 -3.39 0.2475
H 2.58 -0.55 -0.83 0.1292
H 2.19 -1.29 0.41 0.2648
H 3.32 -0.01 -2.69 0.2909
H 3.57 -0.43 -4.02 0.3145
O -0.19 0.26 0.16 -0.5828
O -2.16 -1.28 -2.65 -0.5833
O -0.11 -1.95 1.93 -0.5693
O -1.42 -1.70 3.84 -0.5772
O 1.44 -4.07 -0.66 -0.5749
O -1.94 2.45 2.05 -0.7207
O -4.46 1.02 2.35 -0.6592
O -0.25 3.85 0.56 -0.6099
O 3.10 2.20 2.33 -0.6289
O -1.32 1.57 -1.20 -0.3398
O 1.98 -1.94 -3.96 -0.5624
O 1.97 -0.50 -0.10 -0.3550
O 2.92 0.04 -3.59 -0.6300



[8]
39
Properties=species:S:1:pos:R:3:lowdin_spin:R:1 method="wB97M-V/def2-TZVPD" lumo_energy_ev="-3.59 / -10.72" total_energy_ha=-993.32368 multiplicity=2 homo_energy_ev="-13.3 / -13.3" relative_energy_kcal_mol=24.9 charge=+1
O 2.34 0.12 -1.42 0.0283
H 3.06 0.44 -0.87 -0.0005
H 1.81 -0.42 -0.84 0.0001
O 1.02 0.64 3.64 0.0000
H 1.28 -0.28 3.64 0.0000
H 0.67 0.80 2.77 0.0000
O 1.42 2.54 -2.62 0.5398
H 1.13 2.00 -1.89 -0.0025
H 1.91 1.94 -3.19 -0.0026
O -0.15 0.17 -3.35 0.4301
H -0.13 0.12 -2.40 -0.0010
H 0.56 -0.39 -3.64 0.0029
O -0.37 -1.94 2.64 0.0000
H -0.12 -2.76 3.07 0.0000
H -1.06 -2.20 2.03 0.0000
O -2.47 -0.32 3.16 0.0000
H -2.62 0.40 2.54 0.0000
H -1.68 -0.74 2.84 0.0000
O -0.77 0.03 -0.56 0.0033
H -1.15 -0.66 -0.01 0.0000
H 0.01 0.31 -0.09 -0.0001
O -1.94 -2.27 0.50 -0.0001
H -2.69 -1.82 0.12 0.0000
H -1.88 -3.10 0.03 0.0000
O 1.21 1.33 0.91 0.0000
H 2.16 1.38 1.04 0.0000
H 0.95 2.20 0.62 0.0000
O -2.34 2.21 -1.75 0.0004
H -2.04 1.35 -1.46 0.0000
H -2.09 2.26 -2.67 -0.0005
O 1.51 -1.75 0.56 0.0003
H 1.02 -2.15 1.29 0.0000
H 2.28 -1.37 0.98 0.0000
O 0.29 -3.12 -2.04 0.0020
H 0.52 -2.32 -1.57 -0.0002
H 0.23 -3.78 -1.35 0.0001
O -0.36 3.58 0.02 0.0004
H -0.68 4.48 -0.04 0.0000
H -0.86 3.10 -0.64 0.0000



[9]
45
Properties=species:S:1:pos:R:3:lowdin_spin:R:1 method="wB97M-V/def2-TZVPD" lumo_energy_ev="-2.37 / -2.46" total_energy_ha=-2636.85846 multiplicity=4 homo_energy_ev="-9.2 / -9.2" relative_energy_kcal_mol=0.0 charge=0
V -1.29 2.79 -1.66 2.8704
S 0.27 0.10 -0.41 0.0079
O 0.03 0.06 1.00 0.0036
O -0.42 -1.07 -0.97 0.0033
O -0.22 1.34 -0.95 0.0392
O 1.65 0.04 -0.70 0.0016
O 3.98 -0.05 0.40 0.0000
H 3.79 -0.70 1.08 0.0000
H 3.21 -0.03 -0.16 0.0000
O 2.12 2.47 0.97 0.0003
H 3.04 2.50 0.87 0.0000
H 1.99 1.80 0.29 0.0001
O 1.14 -3.16 1.16 0.0000
H 0.95 -3.07 0.22 0.0000
H 0.32 -2.79 1.56 0.0000
O -1.86 0.96 2.28 0.0000
H -1.01 0.60 1.91 0.0000
H -2.62 0.36 1.99 0.0000
O 0.50 4.10 -1.46 0.0228
H 1.35 3.62 -1.56 0.0015
H 0.71 4.73 -0.71 0.0010
O -1.52 3.28 0.49 0.0120
H -2.49 2.99 0.65 0.0030
H -0.99 2.65 0.95 0.0013
O -0.68 -1.89 2.63 0.0001
H -1.53 -1.61 2.94 0.0000
H -0.43 -1.11 2.09 0.0000
O -2.02 -2.61 0.23 0.0000
H -1.41 -1.95 -0.11 0.0000
H -1.96 -2.36 1.14 0.0000
O 2.44 -0.34 -2.99 0.0000
H 2.39 -1.30 -2.96 0.0000
H 2.18 -0.14 -2.09 0.0000
O -2.98 1.37 -1.79 0.0293
H -2.75 0.57 -2.28 0.0013
H -3.87 1.21 -1.45 0.0008
O 1.79 0.12 3.10 0.0001
H 1.26 -0.05 2.34 0.0000
H 1.10 0.24 3.76 0.0000
O 0.60 -3.34 -1.42 0.0002
H 0.17 -2.50 -1.33 0.0001
H -0.09 -4.02 -1.53 0.0000
O -2.21 -1.14 -2.86 0.0001
H -1.60 -1.18 -2.10 0.0000
H -3.03 -1.50 -2.57 0.0000



[10]
40
Properties=species:S:1:pos:R:3:mulliken_charge:R:1 method="wB97M-V/def2-TZVPD" lumo_energy_ev=-2.80 total_energy_ha=-994.02707 multiplicity=1 homo_energy_ev=-13.1 relative_energy_kcal_mol=51.2 charge=+1
O -0.20 -2.73 -0.25 -0.5456
H -2.93 -1.29 -1.00 0.2843
H 0.27 -1.73 -0.08 0.4838
O -1.81 2.44 1.45 -0.5735
H -2.19 2.88 2.20 0.2828
H 1.25 1.68 2.90 0.3367
O -1.20 2.00 -1.66 -0.5682
H 1.17 -0.56 1.39 0.2718
O 1.45 2.37 2.25 -0.5878
H -2.50 -0.93 1.85 0.3251
H 1.74 3.15 2.73 0.2667
O 1.75 -0.06 3.39 -0.6901
H 1.61 0.22 4.30 0.3160
H 2.70 -0.24 3.31 0.3122
O 1.81 0.41 -2.01 -0.6481
H 0.88 0.37 -2.20 0.2848
H 2.38 1.09 -2.35 0.2867
O -0.22 0.71 -3.93 -0.6159
H -1.12 0.89 -3.70 0.3337
H 0.32 1.39 -4.33 0.2813
O 0.84 -0.63 0.49 -0.4331
H 1.43 -0.17 -0.14 0.3442
H -1.02 -1.27 -3.00 0.3175
O -2.17 -1.77 2.16 -0.6101
H -0.31 -2.89 0.70 0.4237
H -2.28 -2.54 1.61 0.2827
O 1.68 -3.15 1.51 -0.5716
H 2.35 -3.31 0.84 0.3110
H 2.02 -3.64 2.27 0.2665
O -2.24 -1.08 -0.36 -0.5511
H -2.00 -0.17 -0.63 0.2652
H -1.05 -2.21 -0.49 0.5088
O 2.37 2.66 -0.24 -0.6051
H 1.42 2.73 -0.35 0.2956
H 2.48 2.65 0.72 0.3531
O -1.97 -1.19 -2.91 -0.5785
H -2.49 -1.46 -3.67 0.2656
H -1.66 1.51 1.56 0.2752
H -2.06 1.83 -2.04 0.2647
H -0.48 2.03 -2.29 0.3388



[11]
41
Properties=species:S:1:pos:R:3:mulliken_charge:R:1 method="wB97M-V/def2-TZVPD" lumo_energy_ev=2.62 total_energy_ha=-1069.63066 multiplicity=1 homo_energy_ev=-7.6 relative_energy_kcal_mol=35.4 charge=-1
O -3.60 2.65 -0.19 -0.6680
H -2.99 3.00 -0.86 0.3588
O -0.67 -1.15 -2.38 -0.7454
H -0.17 -1.98 -2.33 0.3853
H -0.14 -0.59 -1.74 0.4161
O 2.65 0.66 0.26 -0.8948
H 0.98 0.47 1.10 0.3893
H 2.76 1.62 0.29 0.2339
O 1.80 3.85 -1.60 -0.6471
H 2.07 2.98 -1.88 0.2981
H 1.36 3.72 -0.75 0.3401
O -2.35 0.13 3.11 -0.7350
H -0.30 2.17 -1.41 0.4081
H -1.41 -0.06 2.94 0.3743
O 0.11 -5.43 -0.40 -0.6577
H -0.36 -4.77 0.15 0.4005
H 0.28 -5.01 -1.25 0.2925
O 1.16 -2.36 -1.14 -0.6161
H 1.43 -1.43 -1.20 0.2514
H 1.97 -2.77 -0.79 0.3161
O 0.12 0.14 1.42 -0.5694
H -0.44 0.35 0.67 0.2201
H -2.66 -0.14 2.23 0.3297
O 0.79 0.82 -1.41 -0.7789
H 1.33 0.80 -2.21 0.2069
H 1.84 0.70 -0.59 0.2916
O 3.85 -1.77 0.51 -0.6785
H 3.82 -0.83 0.26 0.3459
H 3.21 -1.83 1.23 0.3106
O -1.43 2.93 2.73 -0.6487
H -1.70 3.59 2.09 0.3067
H -1.71 2.03 2.54 0.3846
O -0.70 3.03 -1.09 -0.7139
H -0.56 3.54 -1.90 0.3267
H -2.98 1.94 0.05 0.3223
O -0.72 -3.45 1.43 -0.6899
H -0.80 -2.56 1.05 0.3987
H -0.07 -3.64 2.10 0.2879
O -1.99 -0.49 0.05 -0.5616
H -2.39 -0.97 -0.69 0.3217
H -1.38 0.10 -0.42 0.0869



[12]
45
Properties=species:S:1:pos:R:3:mulliken_charge:R:1 method="wB97M-V/def2-TZVPD" lumo_energy_ev=0.19 total_energy_ha=-1693.41002 multiplicity=1 homo_energy_ev=-7.2 relative_energy_kcal_mol=43.9 charge=-1
O -3.70 -10.91 39.57 -0.2929
H -3.11 -10.42 38.98 0.4676
H -3.27 -10.88 40.38 0.2626
H -4.33 -10.14 39.62 0.4933
S -2.19 -13.53 41.61 -0.5471
O -3.54 -14.04 41.41 -0.2869
O -1.77 -13.93 42.88 -0.7996
O -1.30 -14.11 40.67 -0.5892
O -2.10 -12.08 41.47 0.1856
O 0.30 -16.14 40.40 -0.7888
H -0.23 -15.32 40.69 0.2742
H 0.88 -15.66 39.81 0.3704
O -1.44 -14.28 37.95 -0.6973
H -2.37 -14.47 37.86 0.2670
H -1.29 -14.03 38.94 0.5354
O 0.63 -14.01 44.32 -0.7010
H -0.24 -13.83 43.97 0.5844
H 0.98 -13.35 44.96 0.2840
O -5.04 -14.76 39.50 -0.6857
H -4.48 -14.39 40.14 0.4397
H -4.73 -14.37 38.67 0.3004
O -5.49 -12.18 41.82 -0.6864
H -4.94 -13.01 41.59 0.4341
H -5.25 -11.92 42.72 0.2714
O -2.98 -10.08 42.86 -0.6705
H -2.51 -10.78 42.52 0.2956
H -3.50 -10.60 43.44 0.3886
O -1.21 -16.56 42.77 -0.6562
H -0.75 -16.56 41.92 0.4008
H -1.12 -15.74 43.12 0.2900
O 0.14 -10.94 41.87 -0.7173
H 0.64 -11.50 41.33 0.5317
H -0.72 -11.28 41.61 0.0758
O 1.82 -14.25 41.99 -0.6886
H 1.35 -14.26 42.74 0.4205
H 1.17 -14.56 41.38 0.2520
O -2.37 -13.10 45.33 -0.5903
H -2.20 -13.33 44.59 0.3098
H -2.13 -13.82 46.00 0.3191
O 0.71 -12.34 39.62 -0.6987
H 0.00 -12.86 40.01 0.3254
H 0.28 -11.51 39.30 0.3335
O -4.67 -16.11 42.64 -0.7535
H -4.55 -15.33 42.06 0.4242
H -3.76 -16.17 42.98 0.3131